[1]
Density functional theory data (ωB97M-V/def2-TZVPD) for C4H5LiNiO6 as an isolated structure.

XYZ file:
```
17
Properties=species:S:1:pos:R:3:forces:R:3:mulliken_charge:R:1
O -0.567693 -1.672827 0.176374 0.51 -0.27 -0.22 -0.495
C -1.724094 -0.947586 -0.203686 -0.56 0.02 -0.16 -0.296
C -1.782109 0.428482 0.463116 -0.09 -0.22 -0.13 -0.370
O -0.523865 1.059221 0.660777 0.86 0.49 -0.09 -0.307
C 0.294938 1.321213 -0.403312 -1.59 1.41 -1.52 0.977
O 0.135826 0.694127 -1.477823 0.56 -0.46 1.19 -0.731
O 1.031481 2.373919 -0.276442 -1.28 -0.67 0.57 -0.815
H -0.697435 -2.234460 0.942951 -0.05 0.12 0.10 0.252
H -2.636649 -1.497425 0.069588 0.19 0.09 -0.11 0.391
H -1.671541 -0.866960 -1.293475 -0.15 0.10 0.33 0.234
H -2.190431 0.334903 1.477165 0.14 0.07 -0.23 0.316
H -2.449199 1.077727 -0.123517 0.17 -0.11 0.12 0.317
O 3.590330 0.609051 0.811215 -1.65 0.98 -1.16 -0.564
C 2.637813 -0.105255 0.269329 4.02 -0.94 1.01 0.403
O 2.756029 -1.352317 0.231531 -2.05 0.78 -0.77 -0.633
Li 1.028419 -1.078651 -0.799689 0.05 -0.04 0.16 0.923
Ni 2.768178 1.856839 -0.524108 0.90 -1.35 0.93 0.398
```
Forces are in eV/Å.

Output
2S+1: 3
LUMO level (alpha / beta) in eV: -0.160 / -0.413
Max |F| in eV/A: 4.25
Electronic energy in a.u.: -2122.719343

***

[2]
Density functional theory data (ωB97M-V/def2-TZVPD) for a 2-piece molecular cluster, C2H7PSi overall.

XYZ file:
```
11
Properties=species:S:1:pos:R:3:forces:R:3:mulliken_charge:R:1
C 2.634081 0.902253 -0.057068 1.61 -1.37 0.37 -0.098
C -0.052739 -0.306842 0.155628 -0.90 0.09 -0.04 -0.934
Si -1.928505 -0.301126 -0.124634 0.85 0.03 0.13 0.410
P 3.521572 -0.329343 0.238193 -0.69 1.08 -0.26 -0.321
H 0.228276 0.558526 0.755853 -0.03 -0.05 0.01 0.238
H 0.284199 -1.193844 0.683077 0.02 -0.14 0.07 0.316
H 0.484141 -0.255298 -0.787101 -0.06 -0.01 -0.07 0.290
H -2.637196 -0.468844 1.148497 -0.16 -0.04 0.19 -0.121
H -2.307458 -1.376826 -1.043061 -0.15 -0.20 -0.16 -0.122
H -2.312413 0.988882 -0.709670 -0.13 0.19 -0.12 -0.119
H 2.086043 1.782465 -0.259715 -0.37 0.44 -0.12 0.460
```
Forces are in eV/Å.

Output
LUMO level in eV: 0.512
Relative energy (zero: lowest compared OMol25 entry of this formula, charge and spin) in kcal/mol: 1.2
Max |F| in eV/A: 2.15
Electronic energy in a.u.: -711.145407
SMILES: C[SiH3].C#P

***

Look up the max |F| of the first one. 4.25 eV/A